Arrangement w

7
Properties=species:S:1:pos:R:3 method="wB97M-V/def2-TZVPD" smiles="O=[N+]([O-])[C@H](Cl)Br" homo_lumo_gap_ev=10.16
O 0.77163 1.36263 1.02709
N 0.30625 0.28516 0.82375
O -0.00683 -0.51779 1.64265
C 0.00800 -0.24939 -0.56206
Cl 0.36172 1.07159 -1.60492
Br -1.98322 -0.53503 -0.53978
H 0.54246 -1.41717 -0.78674

Arrangement x

7
Properties=species:S:1:pos:R:3 method="wB97M-V/def2-TZVPD" homo_lumo_gap_ev="5.24 / 5.24"
C 0.69841 -0.18932 0.19172
N -0.04725 0.63527 -0.67192
O -0.24982 0.18118 -1.78223
O -0.40651 1.71532 -0.25597
Cl -2.10927 -1.61398 0.82688
Br 1.08459 0.42767 1.84411
H 1.02985 -1.15614 -0.15260

Short version: arrangement x is the least stable of them.

Arrangement w

14
Properties=species:S:1:pos:R:3 method="wB97M-V/def2-TZVPD" total_charge=+1 spin_multiplicity=3 homo_lumo_gap_ev="6.91 / 6.92"
C -2.33407 -0.03248 -0.28379
C -0.42758 -0.19906 0.48792
C 2.07604 0.10104 -0.06870
N -1.69867 1.04370 -0.10532
N -1.57470 -1.04838 0.13534
N 0.64816 -0.30809 -0.29304
H -3.43949 -0.31944 -0.53727
H -0.13560 -0.15666 1.53333
H 2.49321 0.68232 -0.95225
H 2.14621 0.64999 0.79282
H 2.75293 -0.81290 -0.06670
H -1.97036 1.98942 -0.25566
H -1.52946 -2.00943 0.07922
H 0.45766 -0.74841 -1.26839

Arrangement x

14
Properties=species:S:1:pos:R:3 method="wB97M-V/def2-TZVPD" total_charge=+1 spin_multiplicity=3 homo_lumo_gap_ev="5.85 / 9.39"
C 1.11016 -0.38302 0.63012
C 0.80712 -1.67453 0.04571
C 1.28257 2.03264 0.31617
N -3.50400 -0.86180 -0.02832
N -2.45312 -0.52025 -0.19802
N 0.85115 0.69666 -0.05879
H 0.73195 -1.75852 -1.14350
H 1.55292 -2.40239 0.22838
H -0.08774 -2.14448 0.48416
H 1.96285 2.03773 1.07333
H 0.28965 2.54315 0.58816
H 1.53051 2.54746 -0.68590
H -4.46444 -0.66125 -0.24408
H 0.39041 0.54861 -1.00742

Short version: arrangement w is the least stable of them.

Arrangement w

9
Properties=species:S:1:pos:R:3 method="wB97M-V/def2-TZVPD" smiles="[H]/N=P/NP=C" homo_lumo_gap_ev=8.47
H -3.79408 0.96296 -0.20217
N -2.77592 0.84634 0.03928
P -2.22855 -0.60457 -0.12973
N -0.47751 -0.03038 -0.05799
P 0.98305 -0.99014 -0.01851
C 2.56980 -0.39447 0.04625
H -0.64916 0.91643 0.18344
H 3.18477 -1.21157 -0.16094
H 3.18761 0.50539 0.30037

Arrangement x

9
Properties=species:S:1:pos:R:3 method="wB97M-V/def2-TZVPD" smiles=N1PC12NP2 homo_lumo_gap_ev=9.79
N -0.43805 -1.25420 0.38866
P 1.32954 -1.19567 0.26002
C 0.04492 0.08416 0.18932
N -0.17112 0.88176 -0.91078
P -0.11770 1.73672 0.58185
H -0.90598 -1.47133 1.33445
H 1.30253 -1.29519 -1.14956
H 0.65765 0.92126 -1.59753
H -1.70180 1.59250 0.90356

Arrangement y

9
Properties=species:S:1:pos:R:3 method="wB97M-V/def2-TZVPD" homo_lumo_gap_ev=9.21
C -0.01917 0.08554 -0.11233
N -0.98122 0.37171 0.92452
N 1.05011 0.75883 -0.67802
P -1.65646 -0.73838 -0.24455
P 1.61827 -0.72470 0.05050
H -0.78722 0.11931 1.92529
H 1.04113 0.23800 -1.93329
H -2.28379 0.02170 -1.20127
H 2.01834 -0.13199 1.26916

Short version: arrangement y is the least stable of them.

Arrangement w

24
Properties=species:S:1:pos:R:3 method="wB97M-V/def2-TZVPD" homo_lumo_gap_ev="8.16 / 8.17"
C -2.88267 2.11142 -1.70503
C -2.83854 1.31444 -0.55570
C -1.86796 2.03008 -2.65654
C -1.66720 0.70490 -0.18546
C -0.71555 1.28316 -2.36684
C -0.61868 0.77233 -1.04556
C 2.62277 -0.11091 1.78335
C 0.50207 -1.52451 1.25752
C 1.15030 -0.13243 1.24065
O 1.85308 1.43688 -1.15422
P 1.05858 0.36593 -0.54127
H -3.71366 2.74565 -1.86914
H -3.79099 1.29543 0.16224
H -2.11787 2.63631 -3.64000
H -1.58064 0.13851 0.84236
H 0.13210 1.11919 -3.00482
H 3.35411 -0.22032 1.03482
H 2.84690 0.82809 2.29637
H 2.62050 -0.81547 2.57454
H 0.80111 -2.18627 0.50015
H -0.48596 -1.42237 1.03192
H 0.57526 -1.93507 2.25027
H 0.55842 0.58005 1.81402
H 1.08167 -1.89993 -1.36376

Arrangement x

24
Properties=species:S:1:pos:R:3 method="wB97M-V/def2-TZVPD" homo_lumo_gap_ev="9.51 / 9.51"
C -2.59085 -2.73641 1.43426
C -1.19057 -2.87072 1.44682
C -3.08614 -1.56236 0.94682
C -0.31721 -1.77826 1.31925
C -2.28909 -0.42545 0.65095
C -0.87908 -0.53986 0.92882
C 2.26061 1.95125 -0.34189
C 1.61409 -0.24566 -1.23596
C 1.78715 0.57251 0.11449
O 0.40465 1.61834 2.21516
P 0.15395 0.96245 0.93323
H -3.23509 -3.57793 1.71464
H -0.74726 -3.79625 1.84289
H -4.15845 -1.50417 0.51803
H 0.73841 -1.90328 1.32556
H -2.55900 0.60584 0.47507
H 1.73762 2.23822 -1.15323
H 1.89507 2.57506 0.51546
H 3.29323 1.90293 -0.78679
H 0.55052 -0.10446 -1.59061
H 1.79371 -1.26536 -1.10961
H 2.38827 0.02518 -2.05482
H 2.43559 0.04644 1.00825
H -0.97019 1.97973 -0.62344

Short version: arrangement w is the least stable of them.